Version a
Here is an isolated molecule of C5H10N2S from OMol25. Energies are from ωB97M-V/def2-TZVPD.

Computed properties:
SMILES	N[C@@H]1C[C@]1(N)[C@@H]1CS1
frontier orbital gap	9.709	eV
HOMO energy	-8.81	eV
lowest unoccupied orbital energy	0.90	eV

Atoms and positions in Å:
C 1.731 -0.506 -0.024
C 1.140 0.011 1.265
C 0.717 0.592 -0.046
C -0.696 0.398 -0.590
C -1.848 1.010 0.148
H 0.509 -2.086 -0.354
H 2.011 -2.508 -0.108
H 2.772 -0.154 -0.272
H 1.785 0.617 1.910
H 0.410 -0.624 1.779
H 0.655 2.651 0.030
H 1.340 2.045 -1.321
H -0.734 0.449 -1.685
H -1.681 1.441 1.104
H -2.647 1.463 -0.439
N 1.435 -1.795 -0.573
N 1.269 1.915 -0.330
S -1.851 -0.822 0.072

Table of Löwdin atomic charges, one value per atom, all in e:
1. C -0.316
2. C -0.059
3. C -0.511
4. C -0.547
5. C -0.379
6. H 0.018
7. H 0.085
8. H 0.156
9. H 0.107
10. H 0.091
11. H 0.085
12. H 0.070
13. H 0.115
14. H 0.065
15. H 0.070
16. N 0.048
17. N 0.086
18. S 0.816

=====

Version b
Here is an isolated molecule of C5H10N2S from OMol25. Energies are from ωB97M-V/def2-TZVPD.

Computed properties:
SMILES	CCN1C[C@H]1/C=N\S
frontier orbital gap	9.633	eV
HOMO energy	-8.83	eV
lowest unoccupied orbital energy	0.80	eV

Atoms and positions in Å:
C 2.163 -0.936 -0.545
C 0.913 -0.905 0.310
C 0.467 1.289 -0.080
C -0.793 0.773 0.435
C -2.021 1.148 -0.196
H 2.786 -1.593 0.116
H 2.498 0.159 -1.031
H 1.852 -1.563 -1.471
H 0.527 -1.997 0.446
H 1.295 -0.747 1.331
H 1.302 1.491 0.689
H 0.484 1.983 -0.897
H -0.801 0.727 1.639
H -2.300 2.217 -0.512
H -2.154 -1.428 0.738
N 0.094 -0.019 -0.404
N -3.130 0.538 -0.424
S -3.181 -1.137 -0.141

Table of Löwdin atomic charges, one value per atom, all in e:
1. C -0.123
2. C -0.368
3. C -0.177
4. C -0.324
5. C -0.285
6. H 0.076
7. H 0.140
8. H 0.092
9. H 0.145
10. H 0.110
11. H 0.152
12. H 0.113
13. H 0.204
14. H 0.136
15. H -0.145
16. N -0.071
17. N -0.367
18. S 0.690

=====

Version c
Here is an isolated molecule of C5H10N2S from OMol25. Energies are from ωB97M-V/def2-TZVPD.

Computed properties:
SMILES	[H]/N=C\N(CC)C(C)=S
frontier orbital gap	8.710	eV
HOMO energy	-8.70	eV
lowest unoccupied orbital energy	0.01	eV

Atoms and positions in Å:
C -0.885 2.157 -0.537
C -0.518 1.252 0.651
C 1.525 0.110 0.102
C -0.688 -1.035 0.107
C 0.002 -2.388 0.039
H 0.060 2.460 -1.052
H -1.625 1.693 -1.191
H -1.330 3.090 -0.203
H -1.441 0.961 1.208
H 0.169 1.841 1.302
H 1.903 1.006 0.620
H 2.159 -1.534 -0.744
H 0.770 -2.510 0.815
H 0.415 -2.427 -0.973
H -0.778 -3.116 0.121
N 0.141 0.049 0.194
N 2.449 -0.637 -0.344
S -2.330 -0.972 -0.116

Table of Löwdin atomic charges, one value per atom, all in e:
1. C -0.089
2. C -0.276
3. C -0.254
4. C -0.769
5. C -0.110
6. H 0.086
7. H 0.052
8. H 0.067
9. H 0.084
10. H 0.121
11. H 0.124
12. H 0.032
13. H 0.093
14. H 0.083
15. H 0.048
16. N -0.122
17. N 0.117
18. S 0.712

=====

Version d
Here is an isolated molecule of C5H10N2S from OMol25. Energies are from ωB97M-V/def2-TZVPD.

Computed properties:
SMILES	CC[C@@](S)(C#N)CN
frontier orbital gap	9.847	eV
HOMO energy	-9.30	eV
lowest unoccupied orbital energy	0.55	eV

Atoms and positions in Å:
C -1.697 0.329 0.781
C 1.104 -0.454 1.719
C 0.729 0.402 0.549
C -0.882 0.633 -1.559
C -0.585 -0.141 -0.033
N -2.574 0.970 1.145
N 0.269 0.568 -2.260
S -0.725 -2.064 -0.265
H 2.047 -0.176 2.272
H 1.455 -1.419 1.444
H 0.233 -0.489 2.413
H 0.344 1.386 0.840
H 1.462 0.621 -0.208
H -1.222 1.591 -1.120
H -1.747 0.121 -1.949
H 1.148 0.840 -1.792
H 0.498 -0.330 -2.695
H 0.143 -2.386 0.718

Table of Löwdin atomic charges, one value per atom, all in e:
1. C -0.312
2. C -0.131
3. C -0.248
4. C -0.251
5. C -0.648
6. N 0.174
7. N -0.006
8. S 0.744
9. H 0.098
10. H 0.029
11. H 0.103
12. H 0.127
13. H 0.087
14. H 0.116
15. H 0.110
16. H 0.078
17. H 0.096
18. H -0.168

=====

Relative energy of each structure, in kJ/mol: version a 57.9; version b 338.3; version c 0.0; version d 99.5.